The following is a DFT calculation (the ωB97M-V functional and the def2-TZVPD basis) of a molecular structure, C26H25BrCuF4N4O2 at a distorted geometry.

CARTESIAN COORDINATES (ANGSTROEM)
1 Cu 0.974 0.142 -0.609
2 O -2.397 -3.080 1.799
3 C -2.207 -3.797 0.628
4 C -2.972 -4.961 0.335
5 C -2.787 -5.622 -0.893
6 C -1.832 -5.156 -1.808
7 C -0.999 -4.056 -1.423
8 C -1.224 -3.342 -0.249
9 C -0.381 -2.153 0.101
10 O 0.512 -1.764 -0.894
11 N -1.275 -1.067 0.407
12 N -0.901 0.145 -0.074
13 C -1.869 1.053 -0.056
14 C -1.945 2.211 -0.823
15 Br -1.135 2.264 -2.540
16 C -2.668 3.364 -0.409
17 C -3.075 3.627 0.947
18 C -2.540 3.125 2.158
19 C -2.862 3.718 3.372
20 C -3.775 4.743 3.475
21 C -4.436 5.155 2.308
22 C -4.109 4.580 1.081
23 H -3.085 -3.536 2.319
24 H -3.801 -5.208 1.060
25 H -3.328 -6.544 -1.118
26 H -1.752 -5.626 -2.728
27 H -0.209 -3.734 -2.098
28 H 0.284 -2.410 0.975
29 H -2.186 -1.255 0.850
30 H -2.688 0.908 0.667
31 H -2.993 4.096 -1.128
32 H -1.768 2.311 2.208
33 H -2.411 3.247 4.244
34 H -3.928 5.278 4.397
35 H -5.080 6.032 2.324
36 H -4.603 4.864 0.202
37 C 0.973 3.075 0.647
38 N 1.813 1.936 0.334
39 C 2.250 1.344 1.623
40 C 2.962 2.319 -0.502
41 C 3.718 1.116 -1.064
42 N 2.808 -0.095 -0.868
43 C 3.193 -1.245 -1.392
44 C 3.459 -2.449 -0.651
45 F 3.071 -2.499 0.664
46 C 4.084 -3.578 -1.257
47 F 4.258 -4.701 -0.514
48 C 4.424 -3.594 -2.607
49 C 4.103 -2.454 -3.381
50 F 4.418 -2.440 -4.735
51 C 3.492 -1.372 -2.804
52 F 3.282 -0.200 -3.495
53 H 1.511 3.890 1.151
54 H 0.165 2.792 1.379
55 H 0.453 3.419 -0.262
56 H 2.719 2.084 2.283
57 H 2.964 0.490 1.436
58 H 1.364 0.935 2.136
59 H 3.703 2.986 0.001
60 H 2.585 2.940 -1.374
61 H 4.669 0.882 -0.556
62 H 3.977 1.257 -2.113
63 H 5.033 -4.390 -3.088

Results
**DFT total energy**: -5989.04776 Ha
**Highest occupied orbital energy (alpha / beta)**: -7.392 / -7.548 eV
**Multiplicity**: 2

=====

The following is a DFT calculation (the ωB97M-V functional and the def2-TZVPD basis) of a molecular structure, C26H25HfN2P at a distorted geometry.

CARTESIAN COORDINATES (ANGSTROEM)
1 C -0.793 4.352 -0.441
2 C -0.049 4.215 -1.658
3 C 1.112 3.409 -1.388
4 C 1.091 3.067 0.005
5 C -0.093 3.644 0.587
6 Hf -0.970 1.897 -0.994
7 C -1.214 1.702 -3.328
8 C -2.273 2.319 -2.791
9 C -3.490 2.891 -2.735
10 N -2.562 1.960 0.143
11 H 1.989 3.320 -2.035
12 H -0.273 4.720 -2.600
13 H 1.952 2.685 0.556
14 H -0.310 3.697 1.653
15 H -1.681 4.966 -0.304
16 H -0.425 2.225 -3.908
17 H -3.407 1.548 0.512
18 H -1.146 0.606 -3.489
19 H -4.141 3.055 -3.591
20 H -3.917 3.196 -1.772
21 N -0.534 -0.055 -0.799
22 P 0.110 -1.149 0.166
23 C 1.856 -0.979 -0.306
24 C 2.197 -0.154 -1.392
25 C 3.530 0.063 -1.726
26 C 4.529 -0.595 -1.006
27 C 4.192 -1.423 0.072
28 C 2.859 -1.606 0.442
29 C -0.135 -0.686 1.925
30 C -0.690 -1.559 2.875
31 C -0.918 -1.124 4.179
32 C -0.638 0.197 4.542
33 C -0.132 1.085 3.589
34 C 0.130 0.634 2.301
35 C -0.483 -2.861 0.007
36 C 0.373 -3.894 -0.409
37 C -0.111 -5.197 -0.522
38 C -1.456 -5.479 -0.256
39 C -2.325 -4.445 0.114
40 C -1.846 -3.140 0.229
41 H 1.436 0.341 -1.998
42 H 3.767 0.722 -2.565
43 H 5.572 -0.463 -1.298
44 H 4.968 -1.938 0.633
45 H 2.581 -2.233 1.291
46 H -0.939 -2.581 2.591
47 H -1.315 -1.815 4.920
48 H -0.805 0.542 5.566
49 H 0.069 2.128 3.851
50 H 0.516 1.347 1.571
51 H 1.412 -3.665 -0.641
52 H 0.563 -5.998 -0.825
53 H -1.829 -6.504 -0.346
54 H -3.377 -4.659 0.311
55 H -2.528 -2.330 0.490

Results
**DFT total energy**: -1504.52160 Ha
**Highest occupied orbital energy**: -6.773 eV

=====

The following is a DFT calculation (the ωB97M-V functional and the def2-TZVPD basis) of a molecular structure, C26H25N3O3RuS2 at a distorted geometry.

CARTESIAN COORDINATES (ANGSTROEM)
1 Ru 0.208 0.643 0.553
2 C -1.480 2.895 -0.584
3 C -1.968 2.280 0.570
4 C -1.266 2.363 1.773
5 C -0.098 3.136 1.836
6 C 0.380 3.744 0.695
7 C -0.302 3.601 -0.529
8 H -2.022 2.804 -1.515
9 H -2.915 1.764 0.542
10 H -1.704 1.952 2.672
11 H 0.403 3.277 2.784
12 H 1.271 4.358 0.747
13 H 0.088 4.067 -1.424
14 C 2.998 2.253 2.158
15 C 2.594 1.037 2.924
16 C 3.330 0.759 4.104
17 C 3.111 -0.388 4.793
18 C 2.133 -1.286 4.324
19 C 1.893 -2.541 4.933
20 C 0.934 -3.384 4.440
21 C 0.157 -2.980 3.343
22 C 0.371 -1.751 2.746
23 S -0.657 -1.226 1.492
24 C 1.390 -0.905 3.198
25 N 1.618 0.242 2.497
26 H 3.004 3.134 2.803
27 H 2.340 2.420 1.323
28 H 4.015 2.113 1.786
29 H 4.076 1.472 4.430
30 H 3.675 -0.620 5.689
31 H 2.490 -2.825 5.793
32 H 0.762 -4.349 4.896
33 H -0.620 -3.626 2.950
34 N 2.254 -0.938 -0.960
35 C 3.338 -0.956 -1.741
36 C 3.905 0.300 -1.690
37 C 3.064 1.034 -0.852
38 N 2.066 0.273 -0.409
39 H 1.476 -1.602 -0.942
40 H 3.629 -1.846 -2.274
41 H 4.795 0.645 -2.187
42 H 3.144 2.069 -0.565
43 C -5.415 -1.827 -5.641
44 C -4.275 -1.576 -4.688
45 C -4.011 -2.457 -3.640
46 C -2.971 -2.226 -2.756
47 C -2.177 -1.098 -2.932
48 C -2.404 -0.217 -3.980
49 C -3.451 -0.467 -4.853
50 S -1.011 -0.704 -1.689
51 O -0.175 0.433 -2.070
52 O -0.251 -1.919 -1.411
53 O -1.846 -0.282 -0.536
54 H -6.127 -2.540 -5.229
55 H -5.041 -2.237 -6.583
56 H -5.941 -0.902 -5.874
57 H -4.632 -3.336 -3.513
58 H -2.766 -2.909 -1.941
59 H -1.756 0.641 -4.107
60 H -3.632 0.212 -5.680

Results
**DFT total energy**: -2286.77671 Ha
**Total charge**: +1
**Highest occupied orbital energy (alpha / beta)**: -10.982 / -11.100 eV
**Multiplicity**: 2

=====

The following is a DFT calculation (the ωB97M-V functional and the def2-TZVPD basis) of a molecular structure, C26H25N6O2V at a distorted geometry.

CARTESIAN COORDINATES (ANGSTROEM)
1 V -0.081 0.026 0.093
2 C -1.392 1.259 3.107
3 C 0.024 0.803 3.126
4 C 0.818 1.095 4.248
5 C 2.100 0.593 4.340
6 C 2.582 -0.223 3.318
7 C 1.764 -0.449 2.223
8 N 0.517 0.080 2.119
9 C 2.046 -1.405 1.149
10 C 3.100 -2.309 1.045
11 C 3.002 -3.325 0.101
12 C 1.835 -3.481 -0.641
13 C 0.823 -2.535 -0.493
14 N 1.008 -1.470 0.303
15 C -0.567 -2.605 -0.953
16 C -1.099 -3.607 -1.752
17 C -2.465 -3.582 -2.026
18 C -3.251 -2.613 -1.432
19 C -2.665 -1.651 -0.596
20 C -3.512 -0.654 0.112
21 N -1.344 -1.633 -0.411
22 H -1.859 1.038 4.067
23 H -1.966 0.760 2.327
24 H -1.460 2.341 2.973
25 H 0.395 1.678 5.051
26 H 2.713 0.794 5.205
27 H 3.556 -0.683 3.389
28 H 3.957 -2.253 1.697
29 H 3.800 -4.048 0.008
30 H 1.715 -4.334 -1.290
31 H -0.469 -4.386 -2.154
32 H -2.900 -4.319 -2.684
33 H -4.319 -2.599 -1.595
34 H -4.567 -0.885 -0.010
35 H -3.348 0.359 -0.272
36 H -3.284 -0.665 1.182
37 O -1.957 3.022 -0.720
38 C -1.091 2.425 -0.156
39 O -1.167 1.192 0.282
40 C 0.341 2.873 0.010
41 C 0.772 4.188 0.004
42 C 2.149 4.412 0.051
43 C 3.011 3.326 0.060
44 C 2.482 2.036 0.065
45 N 1.174 1.821 0.067
46 H 0.067 5.005 -0.036
47 H 2.535 5.420 0.067
48 H 4.082 3.471 0.062
49 H 3.131 1.165 0.066
50 C -1.302 -0.440 -5.000
51 N -1.342 0.475 -3.875
52 C -2.227 1.623 -3.961
53 C -0.628 0.292 -2.840
54 N 0.015 0.106 -1.881
55 H -1.044 0.111 -5.907
56 H -2.286 -0.892 -5.145
57 H -0.563 -1.223 -4.841
58 H -1.974 2.213 -4.844
59 H -2.143 2.253 -3.076
60 H -3.259 1.285 -4.067

Results
**DFT total energy**: -2427.91414 Ha
**Total charge**: +3
**Highest occupied orbital energy (alpha / beta)**: -17.716 / -17.718 eV
**Multiplicity**: 2

=====

The following is a DFT calculation (the ωB97M-V functional and the def2-TZVPD basis) of a molecular structure, C26H26AlBrClF5O4PS at a distorted geometry.

CARTESIAN COORDINATES (ANGSTROEM)
1 C 3.017 2.491 1.464
2 C 3.590 2.658 0.391
3 C 4.005 3.221 -1.019
4 C 2.841 3.029 -2.118
5 C 3.079 1.712 -3.034
6 C 2.169 0.531 -2.499
7 C 0.677 0.814 -2.495
8 F 0.174 2.050 -2.944
9 C -0.295 -0.185 -1.979
10 C 0.246 -1.520 -1.486
11 C 1.714 -1.856 -1.471
12 C 2.236 -3.244 -0.907
13 C 2.934 -2.896 0.512
14 C 2.925 -4.225 1.386
15 C 2.702 -0.817 -2.009
16 P 4.547 -1.060 -2.123
17 O 5.066 -2.628 -1.840
18 O 4.979 -0.726 -3.741
19 S 5.550 0.085 -0.916
20 C -0.877 -2.512 -0.950
21 O -0.908 -3.706 -1.191
22 C -2.013 -1.795 -0.096
23 C -2.521 -2.445 1.179
24 Br -1.769 -4.151 1.826
25 C -3.590 -1.706 1.917
26 C -4.148 -0.342 1.421
27 C -5.267 0.333 2.364
28 C -3.643 0.312 0.144
29 C -4.196 1.684 -0.385
30 Cl -6.047 1.742 -0.455
31 C -3.594 2.866 0.533
32 C -3.270 4.096 -0.460
33 C -2.555 -0.458 -0.587
34 C -1.867 0.081 -1.909
35 O -2.458 0.622 -2.829
36 H 2.521 2.503 2.472
37 H 4.187 4.340 -0.952
38 H 4.983 2.748 -1.320
39 H 2.882 3.960 -2.765
40 H 1.877 2.989 -1.537
41 H 4.184 1.505 -2.981
42 H 2.744 1.965 -4.089
43 H 1.398 -3.960 -0.653
44 H 2.928 -3.784 -1.614
45 H 2.348 -2.050 1.008
46 H 3.990 -2.515 0.399
47 H 3.631 -4.958 0.871
48 H 3.275 -4.052 2.456
49 H 1.857 -4.608 1.409
50 H 5.272 -3.085 -2.690
51 H 4.175 -0.650 -4.296
52 H -3.964 -2.180 2.877
53 H -4.931 0.201 3.454
54 H -6.276 -0.177 2.264
55 H -5.307 1.440 2.167
56 H -3.867 1.933 -1.442
57 H -4.265 3.151 1.391
58 H -2.574 2.478 0.869
59 H -2.353 3.787 -1.065
60 H -4.124 4.111 -1.217
61 H -3.142 5.079 0.073
62 F -1.487 -1.328 5.963
63 Al -2.980 -0.447 6.247
64 F -2.707 1.267 5.970
65 F -3.492 -0.701 7.908
66 F -4.220 -1.022 5.130

Results
**DFT total energy**: -5823.00805 Ha
**Total charge**: -1
**Highest occupied orbital energy**: -7.045 eV

=====

The following is a DFT calculation (the ωB97M-V functional and the def2-TZVPD basis) of a molecular structure, C26H26B2F8N12Ta at a distorted geometry.

CARTESIAN COORDINATES (ANGSTROEM)
1 Ta -0.317 0.621 -0.921
2 C 3.042 1.880 0.931
3 N 1.689 1.510 1.308
4 C 1.680 0.502 2.361
5 C 0.782 2.572 1.516
6 C 1.174 3.888 1.742
7 C 0.231 4.900 1.824
8 C -1.119 4.613 1.689
9 C -1.523 3.313 1.451
10 C -0.584 2.290 1.363
11 N -0.971 0.966 0.986
12 C -1.919 0.301 1.765
13 C -2.346 0.728 3.029
14 C -3.380 0.094 3.694
15 C -4.019 -0.992 3.115
16 C -3.554 -1.469 1.900
17 C -2.497 -0.861 1.247
18 N -1.934 -1.402 0.038
19 C -2.917 -1.737 -0.994
20 C -1.160 -2.601 0.372
21 H 3.619 2.282 1.777
22 H 3.544 0.992 0.551
23 H 3.017 2.614 0.127
24 H 2.211 0.860 3.256
25 H 0.660 0.248 2.640
26 H 2.173 -0.399 1.993
27 H 2.225 4.126 1.821
28 H 0.559 5.922 1.965
29 H -1.856 5.404 1.736
30 H -2.566 3.070 1.288
31 H -1.863 1.575 3.492
32 H -3.691 0.460 4.664
33 H -4.857 -1.470 3.606
34 H -4.025 -2.339 1.458
35 H -3.434 -2.679 -0.776
36 H -3.664 -0.951 -1.079
37 H -2.397 -1.848 -1.947
38 H -1.819 -3.400 0.738
39 H -0.638 -2.948 -0.518
40 H -0.424 -2.371 1.138
41 N -2.517 0.041 -3.706
42 C -3.072 0.536 -2.567
43 N -4.319 0.930 -2.450
44 N -4.438 1.293 -1.156
45 N -3.344 1.136 -0.524
46 N -2.416 0.632 -1.392
47 C -1.346 -0.654 -3.680
48 N -0.906 -1.418 -4.647
49 N 0.243 -1.949 -4.167
50 N 0.493 -1.543 -2.989
51 N -0.512 -0.689 -2.612
52 H -3.075 0.011 -4.541
53 C 0.914 -0.981 -0.265
54 C 1.761 -1.844 -0.193
55 C 2.748 -2.869 -0.095
56 C 2.396 -4.207 -0.296
57 C 3.349 -5.203 -0.176
58 C 4.663 -4.879 0.136
59 C 5.021 -3.550 0.317
60 C 4.074 -2.548 0.200
61 H 1.376 -4.454 -0.558
62 H 3.069 -6.237 -0.329
63 H 5.407 -5.660 0.228
64 H 6.048 -3.295 0.546
65 H 4.349 -1.507 0.307
66 F -1.719 3.136 -1.503
67 B -0.483 3.274 -2.160
68 F -0.333 2.060 -2.938
69 F -0.365 4.393 -2.911
70 F 0.487 3.151 -1.136
71 F 3.743 2.145 -2.293
72 B 3.130 0.910 -2.268
73 F 3.823 0.011 -1.467
74 F 2.823 0.421 -3.509
75 F 1.794 1.141 -1.554

Results
**DFT total energy**: -2569.61545 Ha
**Total charge**: -1
**Highest occupied orbital energy**: -5.803 eV

=====

Number 6 is which compound? C26H26B2F8N12Ta

=====

Number 5 is which compound? C26H26AlBrClF5O4PS

=====

Which formula does entry 6 have? C26H26B2F8N12Ta